1.
C4H5Br | ωB97M-V with the def2-TZVPD basis set

CARTESIAN COORDINATES (ANGSTROEM)
Br: -0.58250 0.85254 -2.85478
C: -0.60258 -0.43301 0.00001
C: -0.03704 0.41678 -1.03359
C: 0.74350 -0.82690 -0.54696
C: -0.44396 1.09158 0.23954
H: -1.50692 -0.93276 0.30418
H: 0.99751 -1.79206 -1.22671
H: 1.57230 -0.67850 0.15051
H: 0.42383 1.44737 0.82196
H: -1.21819 1.84992 0.06544

## Properties
**SMILES**: Br[C@]12C[C@@H]1C2
**HOMO energy**: -9.29 eV
**ΔE to the lowest compared entry with this formula, charge and spin**: 1.529 eV
**Kohn-Sham gap**: 10.20 eV
**E_LUMO**: 0.0337 Eh


2.
C4H5BrIO3 | ωB97M-V with the def2-TZVPD basis set

CARTESIAN COORDINATES (ANGSTROEM)
I: 0.03225 2.17669 2.49422
Br: 2.17159 -1.08765 -1.44037
O: -1.51502 -1.10094 1.11960
O: -1.26760 -1.12672 -1.28263
O: -1.14895 0.88251 -0.12347
C: 0.65814 0.25633 -1.59737
C: -0.71211 -0.20294 0.68028
C: -0.49590 -0.16478 -0.75526
C: 0.41981 0.26102 1.54457
H: 1.11063 1.24993 -1.25405
H: 1.50104 0.30412 1.07096
H: 0.56993 -0.36064 2.51378
H: -1.71892 -1.37084 -0.29831
H: 0.39509 0.28390 -2.67194

## Properties
**SMILES**: [O-][C@]1(CI)O[C@@]1(O)CBr
**HOMO energy**: -4.47 eV
**Kohn-Sham gap**: 7.33 eV
**Net charge**: -1
**E_LUMO**: 0.1050 Eh


3.
C4H5BrN | ωB97M-V with the def2-TZVPD basis set

CARTESIAN COORDINATES (ANGSTROEM)
Br: 2.42357 1.69173 -0.65192
N: -0.03117 -0.07588 0.24277
C: -0.07841 -0.65595 1.58767
C: 0.87917 0.77745 -0.86697
C: -0.11801 0.66775 -1.73811
C: -0.79295 -0.31199 -0.79511
H: -0.30893 1.03958 -2.80300
H: -1.76927 -0.83359 -0.66179
H: 0.97608 -0.83887 1.95325
H: -0.56804 -1.55936 1.51222
H: -0.61204 0.09913 2.22101

## Properties
**HOMO energy**: -14.26 eV
**ΔE to the lowest compared entry with this formula, charge and spin**: 0.763 eV
**Kohn-Sham gap**: 8.32 eV
**Net charge**: +1
**E_LUMO**: -0.2184 Eh


4.
C4H5BrO | ωB97M-V with the def2-TZVPD basis set

CARTESIAN COORDINATES (ANGSTROEM)
Br: -4.62135 -0.11227 -0.00237
O: -1.53946 1.37490 -0.37097
C: -1.85301 0.37514 0.44137
C: -0.16392 0.99868 0.17687
C: -2.83530 -0.38688 0.76161
C: 0.83305 0.20805 -0.56887
H: 0.19722 1.66172 1.02452
H: 1.14803 0.51450 -1.49672
H: -2.99562 -1.12228 1.52512
H: 0.60133 -0.87160 -0.72346
H: 1.71312 0.17675 0.01089

## Properties
**SMILES**: C[C@H]1O/C1=C\Br
**HOMO energy**: -9.03 eV
**ΔE to the lowest compared entry with this formula, charge and spin**: 3.103 eV
**Kohn-Sham gap**: 9.32 eV
**E_LUMO**: 0.0104 Eh


5.
C4H5BrO2 | ωB97M-V with the def2-TZVPD basis set

CARTESIAN COORDINATES (ANGSTROEM)
Br: -1.73377 1.28073 1.68680
O: -0.42994 1.93567 -0.68117
O: 1.68814 2.10181 0.27959
C: -0.63528 0.76806 0.28016
C: 0.60849 1.78426 0.01826
C: -0.72332 -0.57072 -0.22957
C: 0.70383 -1.26330 -0.29826
H: -1.42038 -0.71496 -0.97771
H: -1.06319 -1.07510 0.68590
H: 0.87701 -1.51857 0.75695
H: 1.44163 -0.58926 -0.71570
H: 0.68678 -2.13863 -0.80524

## Properties
**SMILES**: CC[C@]1(Br)OC1=O
**HOMO energy**: -9.35 eV
**ΔE to the lowest compared entry with this formula, charge and spin**: 1.758 eV
**Kohn-Sham gap**: 10.08 eV
**E_LUMO**: 0.0268 Eh


6.
C4H5CdO2 | ωB97M-V with the def2-TZVPD basis set

CARTESIAN COORDINATES (ANGSTROEM)
Cd: -4.17339 -1.55144 0.96285
O: -2.49278 -0.79861 0.66939
O: 1.96393 -0.46107 0.85500
C: -1.88849 0.27931 0.44784
C: 0.39365 -0.08498 -0.84770
C: 1.80378 0.15513 -0.39685
C: -0.70328 0.32914 -0.28804
H: 2.46730 -0.28412 -1.16219
H: 2.90106 -0.50979 1.06535
H: -0.02377 0.47454 -1.84338
H: -2.25825 1.21598 0.88983
H: 2.01024 1.23592 -0.35210

## Properties
**2S+1**: 2
**HOMO energy (spin up / spin down)**: -17.15 / -17.18 eV
**ΔE to the lowest compared entry with this formula, charge and spin**: 1.202 eV
**Kohn-Sham gap (spin up / spin down)**: 4.60 / 4.60 eV
**Net charge**: +2
**E_LUMO (spin up / spin down)**: -0.4613 / -0.4622 Eh